1.
{"formula": "C2H2Br3OP", "method": "wB97M-V/def2-TZVPD", "e_above_lowest_kcal_mol": 75.6, "charge": 0, "symbols": ["C", "C", "O", "P", "Br", "Br", "Br", "H", "H"], "positions_angstrom": [[-0.743969, -0.195265, -1.276429], [-0.067833, 0.080064, 1.516830], [-0.521658, -0.078651, -2.430436], [0.572954, 0.211404, 0.047228], [-2.441452, -1.007113, -0.540793], [2.025785, 2.222017, -0.384777], [1.255984, -1.640834, -0.795358], [-0.321801, 1.162360, 1.789015], [0.241989, -0.753981, 2.074720]], "atomic_forces_ev_per_a": [[-0.7, 1.8, -1.7], [-0.2, 2.7, 0.1], [-1.0, 0.0, 0.7], [0.0, 0.4, -1.1], [1.0, 0.5, -0.4], [-1.3, -1.6, -0.1], [2.0, -1.4, 0.6], [0.1, -1.9, 0.7], [0.1, -0.5, 1.3]]}

2.
{"formula": "C2H2Br4N2", "method": "wB97M-V/def2-TZVPD", "e_above_lowest_kcal_mol": 7.5, "smiles": "Br/C=N\\Br.N=C(Br)Br", "charge": 0, "symbols": ["Br", "C", "N", "Br", "H", "N", "C", "Br", "Br", "H"], "positions_angstrom": [[1.135859, -2.091574, 0.276161], [0.751884, -0.402996, 1.169250], [1.303960, 0.645353, 1.033757], [2.687048, 0.999630, -0.246249], [-0.097207, -0.450444, 1.850694], [-0.500470, -0.060082, -1.602368], [-1.188272, 0.097470, -0.617189], [-2.257438, -1.325404, -0.074607], [-1.799864, 1.865758, 0.260972], [-0.035500, 0.722286, -2.050421]], "atomic_forces_ev_per_a": [[0.2, 0.3, 0.5], [-1.3, -4.6, 0.1], [2.7, 4.8, -0.9], [-0.9, -0.6, 0.8], [0.2, -0.3, 0.1], [1.1, 0.3, -1.2], [-2.2, 1.6, 0.3], [-0.6, -0.4, 0.7], [0.7, -1.3, -0.7], [0.1, 0.2, 0.3]]}

3.
{"formula": "C2H2Br6", "method": "wB97M-V/def2-TZVPD", "e_above_lowest_kcal_mol": 14.8, "charge": 0, "symbols": ["C", "Br", "Br", "Br", "H", "C", "Br", "Br", "Br", "H"], "positions_angstrom": [[0.728764, -2.818181, -0.090136], [-0.738986, -1.760273, 0.306090], [0.759748, -4.461628, 0.769313], [2.386322, -1.953729, 0.123257], [0.618005, -2.958303, -1.050090], [-0.709114, 2.804182, -0.113075], [-0.867862, 4.519180, 0.477959], [-2.387646, 1.851651, 0.117274], [0.775437, 1.857209, 0.593904], [-0.564664, 2.919888, -1.134498]], "atomic_forces_ev_per_a": [[0.8, 0.7, 3.3], [-1.3, 1.1, 0.7], [-0.2, -1.4, 0.7], [1.0, 0.8, 0.2], [-0.2, -1.1, -4.9], [-0.6, -1.5, 0.4], [-0.1, 2.3, 1.1], [0.1, -0.2, 0.0], [0.3, -0.3, 0.2], [0.3, -0.4, -1.7]]}

4.
{"formula": "C2H2Br6", "method": "wB97M-V/def2-TZVPD", "e_above_lowest_kcal_mol": 6.5, "charge": 0, "symbols": ["C", "Br", "Br", "Br", "H", "C", "Br", "Br", "Br", "H"], "positions_angstrom": [[-1.374942, -2.797779, -2.266121], [-1.344692, -1.392749, -3.626881], [-0.752362, -4.529289, -3.100691], [-3.170222, -2.956439, -1.550631], [-0.648052, -2.539569, -1.496011], [1.570468, 2.792771, 2.456089], [0.932968, 1.801071, 0.918509], [0.183838, 2.777091, 3.859509], [2.161018, 4.597201, 1.987569], [2.441978, 2.247691, 2.818659]], "atomic_forces_ev_per_a": [[0.0, -0.5, -1.0], [0.1, -0.4, 0.5], [-0.4, 1.2, 0.7], [0.7, -0.1, 0.0], [-0.4, -0.1, -0.1], [-0.3, 0.0, 0.1], [0.1, 0.3, 0.1], [0.7, 0.1, -0.6], [-0.3, -0.7, 0.2], [-0.3, 0.3, 0.1]]}

5.
{"formula": "C2H2BrCl3", "method": "wB97M-V/def2-TZVPD", "e_above_lowest_kcal_mol": 18.9, "smiles": "Cl/C=C(\\Cl)Br.Cl", "charge": 0, "symbols": ["Cl", "C", "C", "Cl", "Br", "H", "Cl", "H"], "positions_angstrom": [[-0.124258, -2.379223, 0.742267], [-0.068384, -0.682794, 1.051406], [-0.975516, 0.130109, 0.443123], [-1.835462, -0.213375, -0.989429], [-0.910390, 2.003926, 0.942504], [0.718705, -0.197578, 1.665585], [1.279298, 1.167815, -1.989400], [1.916008, 0.171120, -1.866054]], "atomic_forces_ev_per_a": [[0.5, 0.3, 0.2], [-1.2, 1.4, -0.8], [2.0, 0.3, 0.5], [-0.4, -0.2, 0.5], [-0.2, -0.9, -0.3], [-0.8, -1.0, -0.1], [-1.9, 3.1, -0.4], [2.0, -3.1, 0.4]]}

6.
{"formula": "C2H2BrCl3", "method": "wB97M-V/def2-TZVPD", "e_above_lowest_kcal_mol": 76.0, "charge": 0, "symbols": ["C", "C", "Cl", "Cl", "Cl", "Br", "H", "H"], "positions_angstrom": [[1.440852, 0.452157, -0.916928], [-1.473575, 0.573673, 0.704321], [1.362683, 2.103094, -1.192851], [2.768973, -0.228194, -0.118862], [-1.117599, 2.242331, 0.725332], [-2.352816, -0.084812, -0.810558], [0.817519, -0.197556, -1.515926], [-0.656083, -0.040605, 1.048008]], "atomic_forces_ev_per_a": [[-0.3, -0.4, -0.1], [0.5, 0.4, -0.5], [0.3, 0.2, -0.3], [0.1, 0.0, 0.0], [-0.5, -0.1, 0.4], [-0.1, 0.0, 0.1], [0.1, 0.1, 0.1], [-0.1, -0.2, 0.2]]}

7.
{"formula": "C2H2BrClFN3O2", "method": "wB97M-V/def2-TZVPD", "e_above_lowest_kcal_mol": 83.4, "charge": 0, "symbols": ["C", "C", "N", "N", "N", "O", "O", "F", "Cl", "Br", "H", "H"], "positions_angstrom": [[1.061350, -0.530452, -0.852302], [2.602526, -0.559683, -0.812515], [0.661023, -2.062390, 0.119548], [0.091897, 0.129007, -1.243850], [-0.431659, -2.296394, 0.576359], [-0.770646, -3.250961, 1.119087], [-1.519417, -1.419026, 0.272060], [3.064180, -1.637770, -1.371727], [3.278594, 0.858489, -1.725114], [3.285372, -0.473518, 1.030961], [-0.018478, 0.853364, -1.921256], [-1.244882, -0.899870, -0.565876]], "atomic_forces_ev_per_a": [[-2.2, -2.3, 2.4], [-0.1, 1.9, 0.4], [5.0, 3.0, -2.5], [0.7, -1.6, 0.3], [-2.2, 3.6, -3.0], [-1.2, -3.8, 3.0], [0.2, 0.7, -1.0], [0.2, -1.3, -0.6], [-0.6, -0.4, 0.3], [-0.5, 0.0, -0.6], [0.9, 0.8, -0.2], [-0.1, -0.6, 1.6]]}

8.
{"formula": "C2H2BrIO", "method": "wB97M-V/def2-TZVPD", "e_above_lowest_kcal_mol": 9.6, "charge": 0, "symbols": ["C", "C", "O", "Br", "I", "H", "H"], "positions_angstrom": [[1.666171, -0.887039, -2.656357], [0.301259, -0.127820, 0.843685], [2.431880, -0.490863, -1.929516], [1.957022, 0.716278, 1.342936], [-1.295798, 0.238444, 2.242524], [0.245284, -1.117030, 0.812911], [0.013559, 0.273153, -0.178503]], "atomic_forces_ev_per_a": [[0.3, 0.1, 0.3], [-1.1, 4.8, -1.2], [-0.3, -0.2, -0.3], [-0.2, -0.5, 0.0], [0.2, 0.2, -0.2], [0.9, -4.2, -0.1], [0.3, -0.3, 1.5]]}

9.
{"formula": "C2H2BrN", "method": "wB97M-V/def2-TZVPD", "s_squared": 2.024, "e_above_lowest_kcal_mol": 0.0, "spin_multiplicity": 3, "charge": 0, "symbols": ["C", "C", "N", "Br", "H", "H"], "positions_angstrom": [[0.245698, 1.634953, 0.049524], [0.089676, 0.318114, -0.043014], [0.157046, 2.809458, -0.000471], [-3.236646, 0.155637, 0.165641], [-0.541041, -0.145949, -0.753684], [0.671926, -0.338981, 0.590774]], "atomic_forces_ev_per_a": [[-0.8, 3.5, -0.5], [1.1, -2.3, 0.8], [0.5, -1.1, 0.3], [-0.2, 0.0, 0.0], [-0.5, -0.1, -0.6], [-0.1, 0.0, 0.0]]}

10.
{"formula": "C2H2BrNO2", "method": "wB97M-V/def2-TZVPD", "e_above_lowest_kcal_mol": 123.8, "smiles": "C#C[N+](=O)[O-].Br", "charge": 0, "symbols": ["C", "C", "N", "O", "O", "H", "Br", "H"], "positions_angstrom": [[-1.581027, -0.718388, 0.553056], [-0.430342, -0.447146, 0.834439], [0.955298, -0.101486, 0.832604], [1.130479, 0.990456, 0.325542], [1.713755, -0.950562, 1.175965], [-2.552105, -0.987225, 0.294261], [0.029849, 0.759576, -2.501185], [0.734093, 1.454774, -1.514683]], "atomic_forces_ev_per_a": [[3.3, 0.7, 0.8], [-2.0, -0.5, -0.4], [-2.9, -0.1, -1.0], [1.4, 0.2, 0.9], [1.4, -0.1, 0.4], [-1.0, -0.2, -0.1], [-0.4, -0.3, -0.9], [0.2, 0.3, 0.3]]}

11.
{"formula": "C2H2CaF3GaNO4S", "method": "wB97M-V/def2-TZVPD", "total_energy_ev": -101574.7487, "charge": 1, "symbols": ["O", "C", "F", "N", "Ga", "S", "O", "O", "F", "C", "O", "F", "H", "H", "Ca"], "positions_angstrom": [[0.703680, -1.967460, 1.564662], [0.728997, -1.103261, 0.547003], [0.625934, -1.631243, -0.859825], [0.909629, 0.406173, 0.680767], [-0.684775, 1.389473, 0.175832], [-2.408300, -0.078039, -0.247998], [-2.496960, -1.281778, 0.736998], [-2.218303, -0.640417, -1.709441], [-3.950232, 0.729293, -0.162560], [2.092639, 0.711539, -0.250936], [1.958865, 1.187107, -1.505295], [3.445985, 0.379178, 0.332953], [-0.381983, 2.284492, -1.148806], [-1.074943, 2.465175, 1.336881], [2.749768, -2.850232, 0.509768]], "atomic_forces_ev_per_a": [[1.4, 3.8, -6.7], [-0.8, 0.4, 3.5], [1.2, 0.6, 3.9], [3.9, -5.7, -2.0], [-1.6, 4.4, -0.5], [-2.4, -6.7, -2.7], [0.6, 4.4, -2.4], [-0.7, 2.8, 5.2], [2.8, -1.3, -0.2], [-1.8, 2.6, -7.3], [2.1, -3.7, 9.9], [-3.7, 0.2, -1.3], [-0.1, -1.0, 0.5], [0.2, -1.1, -0.1], [-1.0, 0.4, 0.2]]}

12.
{"formula": "C2H2CdFO", "method": "wB97M-V/def2-TZVPD", "e_above_lowest_kcal_mol": 0.0, "charge": 1, "symbols": ["C", "C", "O", "H", "H", "Cd", "F"], "positions_angstrom": [[0.472500, 0.314398, -0.108144], [-0.735639, 0.046203, -0.579288], [1.057251, -0.047481, 1.023862], [-0.837054, 0.217139, -1.654857], [2.084771, 0.050046, 0.805848], [-2.223836, -0.662371, 0.589498], [1.684560, 0.541325, -0.920754]], "atomic_forces_ev_per_a": [[4.6, -2.1, -0.5], [0.9, 1.2, -1.5], [1.7, 0.9, 0.1], [-0.5, 0.0, 0.4], [-2.9, -0.3, 1.0], [-0.3, -0.1, 0.3], [-3.5, 0.5, 0.1]]}

13.
{"formula": "C2H2Cl2", "method": "wB97M-V/def2-TZVPD", "e_above_lowest_kcal_mol": 12.2, "smiles": "Cl/C=C/Cl", "charge": 0, "symbols": ["Cl", "C", "C", "Cl", "H", "H"], "positions_angstrom": [[2.091921, -0.111348, -0.065193], [0.509041, 0.558086, 0.125233], [-0.514912, -0.292539, 0.218778], [-2.110770, -0.003207, -0.072805], [0.552077, 1.744811, 0.073137], [-0.196417, -1.390653, 0.208766]], "atomic_forces_ev_per_a": [[0.2, 0.0, 0.3], [-0.1, 2.5, -0.1], [3.1, -1.8, -0.6], [-1.9, 0.6, 0.2], [-0.6, -2.9, 0.1], [-0.8, 1.6, 0.2]]}

14.
{"formula": "C2H2Cl2", "method": "wB97M-V/def2-TZVPD", "e_above_lowest_kcal_mol": 2.6, "smiles": "Cl/C=C/Cl", "charge": 0, "symbols": ["Cl", "C", "C", "Cl", "H", "H"], "positions_angstrom": [[1.879862, 0.946463, 0.294212], [0.323755, 0.530246, -0.156262], [-0.363182, -0.514518, 0.331786], [-1.860538, -0.951563, -0.363981], [-0.056500, 1.113197, -1.043179], [-0.035447, -1.120850, 1.176103]], "atomic_forces_ev_per_a": [[1.1, 0.3, 0.7], [-2.0, -0.6, -1.5], [1.0, 1.0, 0.0], [-0.4, -0.1, 0.0], [0.3, -0.7, 1.2], [0.0, 0.2, -0.3]]}

15.
{"formula": "C2H2Cl2F2", "method": "wB97M-V/def2-TZVPD", "e_above_lowest_kcal_mol": 76.2, "charge": 0, "symbols": ["C", "C", "F", "F", "Cl", "Cl", "H", "H"], "positions_angstrom": [[0.415857, -0.554293, 1.473644], [-0.779755, 1.357811, -1.797192], [0.747396, -1.852916, 1.607141], [-1.611969, 0.467073, -2.317299], [-0.880752, -0.545945, 0.249618], [0.794560, 1.038284, -2.443089], [0.156929, 0.033682, 2.381218], [1.157733, 0.056303, 0.845959]], "atomic_forces_ev_per_a": [[0.7, 1.9, -2.3], [-0.8, -0.2, -0.3], [0.5, 0.2, 0.9], [0.7, 0.6, 0.0], [-0.9, -0.1, 0.6], [0.1, -0.2, -0.1], [-0.1, -1.1, -0.4], [-0.2, -1.2, 1.5]]}

16.
{"formula": "C2H2Cl2F2O2", "method": "wB97M-V/def2-TZVPD", "e_above_lowest_kcal_mol": 0.0, "smiles": "OC(O)(Cl)C(F)(F)Cl", "charge": 0, "symbols": ["O", "C", "O", "Cl", "C", "F", "F", "Cl", "H", "H"], "positions_angstrom": [[0.966839, 0.140641, 1.370466], [0.597203, 0.223193, 0.058709], [1.177058, -0.568348, -0.804812], [0.767864, 2.032028, -0.533130], [-1.233434, -0.094538, 0.118588], [-1.863604, 0.911110, -0.542457], [-1.697634, 0.070734, 1.349373], [-1.488974, -1.664346, -0.636720], [1.763366, -0.437718, 1.336678], [1.011318, -0.612758, -1.716692]], "atomic_forces_ev_per_a": [[1.4, -1.3, -1.7], [-4.9, 2.2, 0.2], [2.4, -1.7, 2.7], [-0.1, -1.1, 0.4], [2.5, 2.6, -0.6], [0.3, -1.0, -0.7], [0.4, -1.3, 0.4], [-0.5, 0.3, 0.5], [-0.4, 0.5, 0.5], [-1.0, 0.7, -1.7]]}

17.
{"formula": "C2H2Cl2O", "method": "wB97M-V/def2-TZVPD", "e_above_lowest_kcal_mol": 67.6, "charge": 0, "symbols": ["C", "C", "O", "Cl", "Cl", "H", "H"], "positions_angstrom": [[-0.589448, -0.813018, 0.876022], [1.475167, -0.037636, -0.145702], [-0.618160, -1.935898, 1.200645], [2.564789, -1.356070, -0.136559], [1.904102, 1.312123, 0.837307], [-1.286495, 0.010419, 0.983719], [1.125398, 0.244995, -1.128187]], "atomic_forces_ev_per_a": [[3.2, -0.6, -1.2], [-3.0, -0.8, 1.1], [-0.2, 0.9, -0.1], [0.1, -0.2, 0.0], [0.2, 0.3, 0.1], [-0.4, 0.4, 0.2], [0.2, 0.0, 0.0]]}

18.
{"formula": "C2H2Cl2O2S", "method": "wB97M-V/def2-TZVPD", "e_above_lowest_kcal_mol": 10.4, "smiles": "O=C(O)Cl.S=CCl", "charge": 0, "symbols": ["O", "C", "O", "Cl", "H", "S", "C", "Cl", "H"], "positions_angstrom": [[-0.891230, 0.777125, 0.512943], [-1.718094, 0.521732, -0.276819], [-1.721944, -0.321710, -1.288387], [-3.092229, 1.566367, -0.375576], [-0.933527, -0.901965, -1.466879], [1.416009, -1.056187, -0.510740], [2.259775, 0.336084, -0.270740], [1.779119, 1.950504, -0.279720], [3.331146, 0.348912, -0.020972]], "atomic_forces_ev_per_a": [[1.1, -0.6, 1.3], [0.3, 0.6, -1.2], [-0.3, -1.1, -0.9], [-1.1, 0.1, -0.2], [-0.4, 1.1, 1.1], [1.2, 1.6, 0.1], [0.2, -1.7, 0.1], [-0.6, 0.4, -0.3], [-0.5, -0.5, -0.1]]}

19.
{"formula": "C2H2Cl2O3", "method": "wB97M-V/def2-TZVPD", "e_above_lowest_kcal_mol": 11.4, "charge": 0, "symbols": ["C", "C", "O", "O", "O", "Cl", "Cl", "H", "H"], "positions_angstrom": [[0.162842, -1.682431, 0.562637], [1.068206, 1.107708, -0.038649], [-0.147195, -2.047027, 1.630281], [1.105002, 0.756168, -1.278847], [1.176514, 0.446380, 0.937733], [-2.257337, -0.459136, -0.572290], [0.729048, 2.775188, 0.095630], [1.398014, -0.099990, -1.499793], [-3.235098, -0.796860, 0.163302]], "atomic_forces_ev_per_a": [[-1.2, -2.2, 4.1], [-0.3, -0.1, 1.3], [1.2, 1.5, -4.2], [-0.4, 1.9, -1.9], [0.6, -0.3, 0.5], [0.0, 0.2, -0.4], [-0.2, 1.2, -0.1], [0.5, -2.1, 0.3], [-0.3, -0.1, 0.2]]}

20.
{"formula": "C2H2Cl2OS", "method": "wB97M-V/def2-TZVPD", "e_above_lowest_kcal_mol": 60.6, "charge": 0, "symbols": ["C", "C", "O", "S", "Cl", "Cl", "H", "H"], "positions_angstrom": [[-0.496088, 0.416750, -0.300825], [0.710227, 0.032328, -0.105270], [-0.764950, 1.738043, -0.228052], [1.352025, -2.205285, -0.136977], [-1.827378, -0.654324, -0.357562], [2.028097, 0.969306, -0.036086], [-1.742110, 1.852257, 0.052970], [0.740177, -2.149074, 1.111804]], "atomic_forces_ev_per_a": [[-2.3, 0.6, 0.7], [2.7, -5.5, -0.6], [-2.8, 0.6, 0.3], [-2.0, 3.7, 1.3], [-0.3, -0.1, -0.2], [1.8, 1.4, 0.3], [2.3, -0.2, -0.7], [0.6, -0.5, -1.0]]}